{
  "formula": "C38H38BClN8O2ReS",
  "method": "the ωB97M-V functional and the def2-TZVPD basis",
  "s_squared": 0.7580,
  "total_charge": 2,
  "multiplicity": 2,
  "lumo_ha": [-0.2657, -0.2539],
  "e_above_lowest_ev": 0.000,
  "molar_mass_da": 903.32,
  "gap_ev": [6.0121, 6.4942],
  "fmax_ev_per_a": 0.74,
  "energy_ev": -82193.870,
  "homo_ev": [-13.2, -13.4],
  "elements": ["Re", "Cl", "S", "O", "O", "N", "N", "N", "N", "N", "N", "N", "N", "C", "C", "C", "C", "C", "C", "C", "C", "C", "C", "C", "C", "C", "C", "C", "C", "C", "C", "C", "C", "C", "C", "C", "C", "C", "C", "C", "C", "C", "C", "C", "C", "C", "C", "C", "C", "C", "C", "B", "H", "H", "H", "H", "H", "H", "H", "H", "H", "H", "H", "H", "H", "H", "H", "H", "H", "H", "H", "H", "H", "H", "H", "H", "H", "H", "H", "H", "H", "H", "H", "H", "H", "H", "H", "H", "H", "H"],
  "coordinates": [[-0.57839, -0.11356, -0.32962], [-4.04370, 0.60912, -3.16157], [1.09538, -1.91409, -0.42018], [-1.07150, -0.99290, -1.90680], [-2.22639, -2.11347, -3.42394], [-1.35244, 2.71834, -0.47080], [-2.52722, 0.09166, 0.20454], [-0.97634, 1.85010, 1.84830], [-0.57816, 1.72704, -1.02307], [-0.26144, 0.69975, 1.56357], [3.55489, -2.52604, 0.25700], [3.07921, -0.25290, 0.32923], [-3.04883, 1.28538, 0.60131], [-2.11875, -4.24442, -0.13246], [2.67393, -1.49585, 0.14711], [-3.03291, -4.85646, -0.97800], [-3.37226, -2.18762, -0.27343], [-1.92101, -1.05257, -2.99546], [-2.05306, 5.05239, -0.88880], [2.54416, -0.67716, 3.48341], [1.93169, 0.80143, -2.60923], [1.26312, -0.76540, 2.94243], [5.69558, -3.57964, 0.70407], [-4.73670, -0.11587, 0.39996], [-0.58544, 2.35604, 3.01779], [2.53968, 0.21218, -4.86025], [0.85005, 1.52823, -3.08939], [1.47457, 0.95947, -5.34651], [-4.12159, -4.14186, -1.45920], [-4.37803, 1.18505, 0.72416], [-3.56036, -0.78163, 0.09166], [1.28886, -3.14575, 3.30941], [-1.16619, 3.59104, 3.61154], [-0.53087, 3.52735, -2.34999], [0.63210, -2.00257, 2.87700], [2.76999, 0.14216, -3.49436], [-4.29501, -2.81332, -1.10836], [4.85660, -2.35775, 0.57749], [3.19987, -1.81623, 3.92005], [-1.33114, 3.79913, -1.23686], [5.28570, -1.07105, 0.77462], [-5.23649, 2.32157, 1.15689], [4.36247, -0.03126, 0.63139], [-0.04818, 2.25115, -2.19133], [-2.29734, -2.91885, 0.22547], [4.75430, 1.39410, 0.81209], [2.57240, -3.05413, 3.82981], [-2.34249, 0.27878, -3.56843], [0.37643, 1.50407, 3.55659], [0.63772, 1.62235, -4.46691], [0.52352, 0.47208, 2.65476], [-2.04621, 2.40904, 0.86968], [1.29593, 1.02101, -6.41056], [5.82615, 1.51370, 0.94250], [-4.83203, -4.61871, -2.11953], [-6.27108, 1.99499, 1.21976], [-1.75545, 1.10496, -3.18430], [-0.39437, -2.06761, 2.54210], [-0.30480, 4.20593, -3.15264], [4.18518, -1.73694, 4.35897], [-0.19846, 2.19573, -4.84602], [3.61841, -0.41354, -3.11470], [-2.57638, 3.37766, 1.30542], [-2.26099, 0.22891, -4.65228], [3.19851, -0.29743, -5.54943], [-1.27923, -4.80150, 0.26110], [6.73548, -3.31440, 0.87074], [3.20309, -3.46041, 0.07876], [4.42005, 1.97375, -0.04819], [-1.87487, 5.80647, -1.65077], [-0.93559, 4.46637, 3.00524], [5.34831, -4.18072, 1.54686], [-5.72810, -0.53178, 0.41433], [3.02340, 0.29013, 3.56141], [0.84660, 1.58941, 4.51912], [-0.75476, 3.74482, 4.60570], [-5.18011, 3.14633, 0.44664], [6.31489, -0.87425, 1.03095], [4.23955, 1.79542, 1.68807], [-1.71526, 5.44158, 0.07097], [-5.12598, -2.25021, -1.51172], [3.07231, -3.94020, 4.19912], [2.17317, 0.79956, -1.55471], [5.62741, -4.19060, -0.19691], [-4.93368, 2.69633, 2.13388], [-2.90650, -5.89416, -1.25318], [0.78229, -4.10125, 3.27531], [-1.63167, -2.47544, 0.96042], [-2.24927, 3.51440, 3.69150], [-3.12594, 4.87504, -0.82029]],
  "forces_ev_per_angstrom": [[0.3, -0.7, -0.1], [0.0, 0.0, 0.1], [0.2, 0.4, 0.0], [-0.1, 0.0, -0.6], [-0.2, 0.0, -0.2], [0.1, -0.1, 0.1], [-0.6, 0.3, 0.0], [0.2, 0.2, -0.2], [0.1, 0.6, -0.2], [-0.1, -0.1, 0.2], [-0.1, -0.1, 0.0], [-0.1, -0.1, 0.0], [0.1, 0.0, 0.0], [0.0, 0.0, 0.0], [0.0, 0.1, -0.1], [0.0, 0.0, 0.0], [-0.1, 0.0, 0.0], [0.2, -0.3, 0.5], [0.0, 0.0, 0.0], [0.1, -0.1, -0.1], [0.2, 0.0, 0.0], [0.0, 0.1, 0.1], [0.0, 0.0, 0.0], [0.0, 0.0, 0.0], [-0.1, -0.1, 0.0], [0.0, 0.0, 0.0], [0.0, 0.0, -0.1], [0.0, 0.0, 0.0], [0.0, 0.0, 0.0], [0.0, 0.0, 0.0], [0.1, -0.1, 0.0], [0.0, 0.0, 0.0], [0.1, 0.0, 0.0], [0.1, 0.0, -0.1], [0.0, -0.1, 0.0], [0.0, 0.0, 0.0], [0.1, 0.0, 0.0], [0.0, 0.0, 0.1], [0.0, 0.0, 0.0], [-0.2, 0.0, 0.1], [0.0, 0.0, 0.0], [0.0, 0.0, 0.0], [0.0, 0.1, 0.0], [0.1, 0.0, 0.3], [0.0, -0.1, 0.1], [0.0, 0.0, 0.0], [0.0, 0.0, 0.0], [0.0, 0.1, -0.2], [-0.1, 0.1, -0.1], [0.0, -0.1, 0.0], [-0.1, -0.1, 0.0], [-0.1, -0.1, 0.1], [0.0, 0.0, 0.0], [0.0, 0.0, 0.0], [0.0, 0.0, 0.0], [0.0, 0.0, 0.0], [-0.1, -0.1, -0.1], [0.0, 0.0, 0.0], [0.1, 0.0, 0.0], [0.0, 0.0, 0.0], [0.0, 0.0, 0.0], [0.0, 0.0, 0.0], [0.0, 0.0, 0.0], [0.0, 0.0, 0.0], [0.0, 0.0, 0.0], [0.0, 0.0, 0.0], [0.0, 0.0, 0.0], [0.0, 0.0, 0.1], [0.0, 0.0, 0.0], [0.0, 0.0, 0.0], [0.0, 0.0, 0.0], [0.0, 0.0, 0.0], [0.0, 0.0, 0.0], [0.0, 0.0, 0.0], [0.0, 0.0, 0.1], [0.0, 0.0, 0.0], [0.0, 0.0, 0.0], [0.0, 0.0, 0.0], [0.0, 0.0, 0.0], [0.0, 0.0, 0.0], [0.0, 0.0, 0.0], [0.0, 0.0, 0.0], [-0.1, 0.0, 0.1], [0.0, 0.0, 0.0], [0.0, 0.0, 0.0], [0.0, 0.0, 0.0], [0.0, 0.0, 0.0], [0.0, 0.0, -0.1], [0.0, 0.0, 0.0], [0.0, 0.0, 0.0]],
  "mulliken_spin": [0.7272, -0.0010, 0.0211, 0.0340, 0.0118, 0.0161, 0.0633, -0.0080, 0.0769, 0.0192, 0.0058, 0.0032, 0.0158, 0.0009, -0.0107, 0.0079, 0.0183, -0.0007, -0.0002, -0.0018, 0.0053, 0.0062, 0.0000, 0.0050, 0.0032, 0.0029, 0.0027, 0.0007, -0.0007, 0.0339, 0.0163, 0.0001, -0.0009, 0.0032, 0.0036, 0.0076, 0.0047, -0.0001, -0.0002, 0.0038, 0.0019, -0.0039, -0.0014, -0.0075, 0.0056, 0.0002, -0.0002, 0.0044, 0.0003, 0.0013, -0.0117, -0.0761, 0.0001, 0.0000, 0.0001, -0.0001, -0.0028, 0.0018, 0.0002, 0.0001, 0.0002, -0.0005, 0.0002, -0.0006, 0.0002, -0.0001, 0.0000, 0.0005, 0.0000, 0.0001, 0.0005, 0.0000, 0.0003, 0.0000, 0.0000, -0.0002, 0.0026, 0.0001, 0.0000, 0.0003, 0.0001, 0.0000, -0.0093, 0.0000, 0.0025, 0.0003, 0.0000, -0.0071, 0.0006, 0.0005]
}